{"formula": "C25H46As3Cl2S3Zr", "method": "ωB97M-V/def2-TZVPD", "elements": ["Zr", "C", "C", "S", "C", "C", "S", "C", "C", "S", "H", "H", "H", "H", "H", "H", "H", "H", "H", "H", "H", "H", "C", "As", "C", "C", "C", "C", "C", "As", "C", "C", "C", "As", "C", "C", "H", "H", "H", "H", "H", "H", "H", "H", "H", "H", "H", "H", "H", "H", "H", "H", "H", "H", "H", "H", "H", "H", "H", "H", "H", "H", "H", "C", "C", "C", "C", "C", "C", "C", "H", "H", "H", "H", "H", "Cl", "C", "Cl", "H", "H"], "xyz": [[0.605226, -1.445853, -0.978467], [-4.256656, -0.881915, -2.943904], [-3.594546, -2.249640, -2.968534], [-1.943429, -2.449451, -2.208671], [-1.122148, -3.311406, -3.583431], [-0.984443, -2.528676, -4.891107], [-0.397467, -0.820638, -4.714072], [-1.591286, 0.080876, -5.727694], [-3.042150, 0.085936, -5.258176], [-3.256318, 0.502537, -3.507450], [-4.581021, -0.623946, -1.935476], [-5.156778, -0.938141, -3.559870], [-3.490602, -2.599190, -3.993084], [-4.237384, -2.957878, -2.444719], [-1.685078, -4.228821, -3.765315], [-0.142841, -3.609725, -3.206222], [-1.936716, -2.499462, -5.419737], [-0.280592, -3.066604, -5.527897], [-1.548464, -0.318226, -6.742875], [-1.194711, 1.096238, -5.762090], [-3.502709, -0.886800, -5.431087], [-3.598375, 0.814291, -5.848723], [-2.539300, 0.687409, 0.123246], [-0.742496, 1.037586, -0.541528], [-1.103316, 2.663953, -1.531029], [-0.041901, 1.769024, 1.137329], [1.452087, 2.114682, 1.265803], [1.919559, 2.890943, 0.033707], [2.344946, 0.887983, 1.498338], [2.907136, -0.343728, -0.009315], [3.729454, -1.581913, 1.240337], [4.367881, 0.774651, -0.630439], [1.575093, 3.042344, 2.490021], [1.012721, 2.238510, 4.211610], [2.156725, 3.346013, 5.348088], [-0.635219, 3.267661, 4.470796], [-2.776682, 1.432207, 0.883937], [-2.594849, -0.310167, 0.555011], [-3.247649, 0.781513, -0.696894], [-1.595309, 3.350736, -0.841344], [-1.762162, 2.440918, -2.363892], [-0.184247, 3.108450, -1.904359], [-0.342931, 1.057284, 1.913548], [-0.626447, 2.683127, 1.291802], [1.855848, 2.289639, -0.880475], [2.958988, 3.201178, 0.147940], [1.319923, 3.792076, -0.116705], [1.875529, 0.229978, 2.227477], [3.280924, 1.233944, 1.952711], [4.210551, -1.012349, 2.035378], [4.461545, -2.191062, 0.715241], [2.963890, -2.230334, 1.665434], [4.732660, 1.353041, 0.216457], [4.037536, 1.449663, -1.416643], [5.153623, 0.136503, -1.024494], [0.990653, 3.953923, 2.332297], [2.619358, 3.342960, 2.608446], [3.193176, 3.028994, 5.240588], [1.861381, 3.220388, 6.388646], [2.071279, 4.398244, 5.077654], [-1.418599, 2.897518, 3.809538], [-0.466218, 4.326576, 4.275409], [-0.972355, 3.146291, 5.499524], [-0.070326, -1.538407, 0.987131], [-0.504765, -1.951714, 2.248732], [-1.697646, -2.710913, 2.325411], [-2.133008, -3.208238, 3.534384], [-1.420224, -2.904890, 4.691133], [-0.267636, -2.122792, 4.654594], [0.198938, -1.658946, 3.444262], [-2.230930, -2.918629, 1.405506], [-3.025721, -3.814680, 3.591287], [-1.771561, -3.283092, 5.642729], [0.262199, -1.892424, 5.568002], [1.091345, -1.054172, 3.404632], [2.160658, -1.574065, -3.065890], [3.569778, -1.898524, -1.874660], [0.878180, -3.794733, -0.707267], [4.432522, -1.793763, -2.535074], [3.463901, -2.949880, -1.595509]], "forces_ev_per_angstrom": [[0.0, 0.1, 0.1], [0.0, 0.0, 0.0], [0.0, 0.0, 0.1], [0.2, -0.3, -0.1], [0.0, 0.0, 0.0], [0.0, 0.0, 0.0], [0.1, 0.0, -0.1], [0.0, -0.1, 0.0], [0.0, 0.0, 0.0], [0.0, 0.1, 0.0], [0.0, 0.0, 0.0], [0.0, 0.0, 0.1], [0.0, 0.0, 0.0], [0.0, 0.0, -0.1], [0.1, 0.0, 0.0], [-0.1, 0.0, 0.0], [0.0, 0.0, 0.0], [-0.1, 0.0, 0.0], [0.0, 0.1, 0.0], [0.0, 0.0, 0.0], [0.0, 0.0, 0.0], [0.0, -0.1, 0.0], [0.0, 0.1, -0.1], [-0.1, -0.1, 0.5], [0.2, 0.0, -0.2], [0.1, 0.0, 0.0], [0.0, 0.0, -0.1], [0.0, 0.1, 0.0], [0.0, 0.0, 0.0], [-0.3, 0.6, 0.4], [0.1, -0.1, -0.1], [0.1, -0.1, -0.2], [0.0, 0.0, 0.0], [0.0, 0.0, 0.0], [0.0, 0.0, 0.0], [0.0, 0.0, 0.0], [0.0, 0.0, 0.0], [0.0, 0.0, 0.0], [0.0, 0.0, 0.0], [0.0, 0.0, 0.0], [0.0, 0.0, 0.0], [0.0, 0.0, 0.0], [0.0, 0.0, 0.0], [0.0, 0.0, 0.0], [0.0, 0.0, 0.0], [0.0, 0.0, 0.0], [0.0, 0.0, 0.0], [0.0, 0.1, 0.0], [0.0, 0.0, 0.0], [0.0, 0.0, 0.0], [0.0, 0.0, 0.0], [0.0, 0.0, 0.0], [0.0, 0.0, 0.0], [0.0, 0.0, 0.0], [0.0, 0.0, 0.0], [0.0, 0.0, 0.0], [0.0, 0.0, 0.0], [0.0, 0.0, 0.0], [0.0, 0.0, 0.0], [0.0, 0.0, 0.0], [0.0, 0.0, 0.0], [0.0, 0.0, 0.0], [0.0, 0.0, 0.0], [-0.1, -0.5, -0.3], [0.0, 0.4, -0.1], [-0.1, -0.1, 0.1], [0.0, 0.0, -0.1], [0.0, 0.0, 0.1], [0.0, 0.0, -0.1], [0.0, -0.1, 0.1], [0.0, 0.0, 0.0], [0.0, 0.0, 0.0], [0.0, 0.0, 0.0], [0.0, 0.0, 0.0], [0.1, 0.0, 0.0], [0.3, 0.0, -0.3], [-0.3, -0.3, 0.1], [0.0, 0.0, 0.3], [0.0, 0.1, 0.1], [-0.1, 0.0, -0.3]], "mulliken_charge": [-1.45, -0.98, -0.94, 0.48, -1.13, -0.91, 0.04, -0.89, -0.86, 0.00, 0.44, 0.54, 0.40, 0.60, 0.46, 0.50, 0.46, 0.56, 0.44, 0.42, 0.39, 0.56, -0.98, 1.44, -1.18, -1.62, 2.29, -2.22, -1.01, 2.20, -1.29, -1.31, -2.00, 0.38, -1.23, -1.12, 0.53, 0.13, 0.25, 0.43, 0.25, 0.38, 0.38, 0.73, 0.18, 0.46, 0.45, -0.91, 0.72, 0.46, 0.45, 0.29, 0.44, 0.36, 0.45, 0.70, 0.60, 0.36, 0.41, 0.37, 0.23, 0.37, 0.45, 0.01, 0.66, -0.12, -0.93, -0.24, -1.20, 0.42, 0.37, 0.44, 0.41, 0.46, 0.41, -0.14, -1.30, -0.41, 0.45, 0.32], "e_above_lowest_ev": 3.662, "gap_ev": [5.0, 5.0], "total_charge": 1}